{
  "formula": "C14H15N2O5S3Sn",
  "method": "wB97M-V/def2-TZVPD",
  "orbital_gap_ev": 6.50,
  "lumo_energy_ev": 2.318,
  "relative_energy_kcal_mol": 0.9,
  "charge": -1,
  "elements": ["Sn", "O", "C", "O", "C", "C", "C", "C", "C", "N", "C", "O", "O", "H", "H", "H", "H", "S", "C", "S", "S", "O", "C", "C", "C", "C", "C", "C", "N", "H", "H", "H", "H", "H", "H", "H", "H", "H", "H", "H"],
  "coordinates": [[-0.27042, 0.34567, -0.24206], [4.81276, 0.00245, -0.43248], [3.47143, 0.03893, -0.56286], [2.80793, 0.93053, -0.12352], [2.93198, -1.14413, -1.30776], [3.77717, -1.99558, -1.99309], [3.21884, -3.07348, -2.67075], [1.85529, -3.25807, -2.62648], [1.07491, -2.35826, -1.90524], [1.60410, -1.31762, -1.27261], [-0.45109, -2.54539, -1.84095], [-0.89392, -3.47566, -2.52358], [-1.07567, -1.73223, -1.09474], [5.04580, 0.78861, 0.07735], [4.84259, -1.81272, -1.98832], [3.85333, -3.76273, -3.21662], [1.35750, -4.07662, -3.12795], [0.12048, 0.92629, 4.53070], [0.06856, 0.91267, 2.85991], [-0.06598, -0.67011, 2.05880], [0.09060, 2.29487, 1.86318], [-2.66746, 1.17488, 0.20588], [-3.38500, 1.21154, 1.20802], [-4.55981, 2.16738, 1.29019], [-4.55464, 3.15874, 2.49201], [-3.38799, 2.99703, 3.47489], [-3.47475, 1.73224, 4.33202], [-3.90447, 0.51312, 3.51830], [-3.18920, 0.38227, 2.25427], [-5.46641, 1.55803, 1.30974], [-4.55684, 2.70382, 0.34719], [-5.49763, 3.06600, 3.04275], [-4.52836, 4.17363, 2.09446], [-3.35622, 3.86542, 4.13669], [-2.43941, 3.00424, 2.92918], [-4.19104, 1.87026, 5.15183], [-2.49320, 1.54390, 4.77055], [-4.97380, 0.56145, 3.30169], [-3.73917, -0.39773, 4.08829], [-2.31102, -0.13122, 2.24426]],
  "mulliken_charge": [0.643, -0.471, 0.145, -0.473, 0.370, -0.538, -0.259, -0.601, 0.344, 0.116, 0.267, -0.741, -0.568, 0.359, 0.446, 0.412, 0.492, -0.357, 0.272, -0.450, -0.462, -0.514, 0.690, -0.869, -0.656, -0.344, -0.157, -0.925, 0.107, 0.308, 0.305, 0.305, 0.398, 0.442, -0.065, 0.367, -0.034, 0.303, 0.416, -0.021]
}


{
  "formula": "C35H49O2Sn",
  "method": "wB97M-V/def2-TZVPD",
  "orbital_gap_ev": 3.77,
  "lumo_energy_ev": 2.119,
  "relative_energy_kcal_mol": 0.0,
  "charge": -1,
  "elements": ["C", "C", "C", "C", "Sn", "C", "C", "C", "C", "C", "C", "C", "C", "C", "C", "C", "H", "H", "H", "H", "H", "H", "H", "H", "H", "H", "H", "H", "H", "H", "H", "H", "H", "H", "H", "H", "H", "H", "H", "H", "H", "H", "H", "H", "H", "H", "H", "H", "C", "O", "C", "C", "C", "C", "C", "C", "C", "C", "C", "O", "C", "C", "C", "C", "C", "C", "C", "C", "C", "C", "H", "H", "H", "H", "H", "H", "H", "H", "H", "H", "H", "H", "H", "H", "H", "H", "H"],
  "coordinates": [[6.04009, -2.76823, -0.75192], [5.79453, -1.35583, -0.22467], [5.24926, -1.34350, 1.20701], [4.90110, 0.06583, 1.72367], [2.78223, 0.34840, 2.10168], [2.13372, -1.05766, 3.63622], [1.62383, -0.38936, 4.91859], [1.17074, -1.36835, 6.00893], [0.64874, -0.63821, 7.24236], [2.47275, 2.37544, 2.81366], [2.96958, 3.46359, 1.84462], [4.12254, 4.30670, 2.40052], [4.64017, 5.32484, 1.38881], [1.69707, -0.00315, 0.19704], [2.07121, 0.94756, -0.86775], [1.49611, 2.16492, -0.96645], [6.48049, -2.72560, -1.75075], [6.72679, -3.31929, -0.10171], [5.10547, -3.33368, -0.82000], [6.73604, -0.79346, -0.24412], [5.10249, -0.82520, -0.89171], [4.37620, -2.01348, 1.26278], [6.00332, -1.79268, 1.87396], [5.36495, 0.25404, 2.70077], [5.19732, 0.85940, 1.02599], [1.35474, -1.67132, 3.16569], [3.00801, -1.69084, 3.83783], [2.41057, 0.25374, 5.34207], [0.78087, 0.27748, 4.68161], [0.39148, -2.02138, 5.60365], [2.01233, -2.01146, 6.28498], [0.32427, -1.35196, 8.00161], [1.42561, -0.00621, 7.68172], [-0.20408, -0.00219, 6.98901], [1.38923, 2.44741, 2.97284], [2.98135, 2.42024, 3.78637], [3.27393, 3.02386, 0.88328], [2.12809, 4.12812, 1.58984], [3.77420, 4.82767, 3.30003], [4.94140, 3.64859, 2.71750], [5.43148, 5.93167, 1.83443], [5.05328, 4.82915, 0.50476], [3.84079, 5.99682, 1.06155], [1.93780, -1.04908, -0.02664], [0.66192, 0.11781, 0.54708], [2.82265, 0.61463, -1.59447], [1.76252, 2.88436, -1.74141], [0.69670, 2.45084, -0.27868], [2.71102, -0.55989, -9.04432], [2.59330, -1.03572, -7.68091], [1.83403, -0.31114, -6.82391], [1.76724, -0.77155, -5.48204], [1.01320, -0.08223, -4.57180], [0.24823, 1.07816, -4.92749], [-0.50339, 1.70459, -3.90898], [-1.28973, 2.88644, -3.92232], [-1.94242, 3.22439, -2.69666], [-2.73954, 4.33559, -2.56255], [-3.01223, 5.10759, -3.70356], [-3.96512, 6.11327, -3.57272], [-5.16681, 6.00092, -4.28213], [-6.34107, 5.89562, -3.52833], [-7.52298, 5.53523, -4.17214], [-7.55313, 5.40515, -5.56451], [-6.38777, 5.59455, -6.31120], [-5.18642, 5.91196, -5.67368], [-2.36649, 4.84736, -4.91735], [-1.49028, 3.77917, -5.01464], [0.29962, 1.48613, -6.29088], [1.10931, 0.84755, -7.20964], [3.38674, -1.28106, -9.50195], [1.73487, -0.56892, -9.55114], [3.14567, 0.45148, -9.07387], [2.32960, -1.66768, -5.22704], [0.98573, -0.42270, -3.53670], [-0.48994, 1.18070, -2.95270], [-1.79516, 2.57035, -1.83813], [-3.20654, 4.59762, -1.61586], [-6.28684, 6.03464, -2.45022], [-8.41890, 5.35702, -3.57703], [-8.48902, 5.16432, -6.07060], [-6.39003, 5.49295, -7.39688], [-4.27581, 6.06771, -6.24664], [-2.54643, 5.47743, -5.78757], [-0.97910, 3.65889, -5.96198], [-0.30225, 2.30819, -6.65345], [1.17681, 1.22106, -8.23515]],
  "mulliken_charge": [-1.374, -0.182, -0.473, -1.141, 0.797, -1.292, -0.261, -0.441, -1.275, -1.228, -0.159, -0.550, -1.344, -1.315, 0.702, -1.307, 0.387, 0.327, 0.317, 0.340, 0.124, 0.271, 0.382, 0.474, 0.443, 0.395, 0.368, 0.250, 0.294, 0.341, 0.321, 0.383, 0.312, 0.317, 0.414, 0.511, 0.119, 0.389, 0.369, 0.277, 0.388, 0.307, 0.321, 0.469, 0.536, 0.293, 0.220, 0.190, -0.849, -0.481, 0.931, -0.657, -0.561, 0.886, -1.262, 1.255, -0.846, -0.420, 0.414, -0.520, 0.417, -0.400, -0.323, -0.456, -0.527, -0.242, -0.655, -0.594, -0.932, -0.333, 0.239, 0.322, 0.326, 0.391, 0.294, 0.058, 0.281, 0.399, 0.410, 0.324, 0.340, 0.340, 0.312, 0.390, 0.219, 0.199, 0.307]
}


{
  "formula": "C33H28BClNO9P2",
  "method": "wB97M-V/def2-TZVPD",
  "orbital_gap_ev": 6.10,
  "lumo_energy_ev": 1.165,
  "relative_energy_kcal_mol": 70.4,
  "charge": -1,
  "elements": ["C", "C", "P", "C", "C", "C", "O", "O", "N", "B", "O", "O", "P", "O", "Cl", "H", "H", "H", "H", "H", "H", "H", "H", "H", "H", "H", "H", "C", "C", "C", "C", "C", "C", "C", "O", "C", "C", "C", "C", "C", "C", "C", "O", "H", "H", "H", "H", "H", "H", "H", "H", "C", "C", "C", "C", "C", "C", "C", "O", "C", "C", "C", "C", "C", "C", "C", "O", "H", "H", "H", "H", "H", "H", "H", "H"],
  "coordinates": [[-0.99068, -0.14540, 5.14519], [-1.94275, 1.17646, 4.95614], [-2.63723, 1.11566, 3.19643], [-4.52892, 0.80222, 3.28917], [-2.49179, 2.80168, 2.30496], [-2.03497, 2.44024, 0.77717], [-1.12114, 1.55604, 0.63196], [-2.60705, 2.99553, -0.33856], [-1.55693, 3.77228, 2.97241], [-2.26091, 4.73672, 3.87568], [-2.90291, 5.96101, 3.47564], [-2.33012, 4.41304, 5.30785], [-0.46685, 4.56490, 1.83294], [0.65005, 5.55869, 2.73518], [-1.53302, 5.93894, 0.56882], [-0.10891, 0.12247, 5.84461], [-1.58329, -1.03902, 5.54235], [-0.56130, -0.34812, 4.09020], [-2.77369, 1.05174, 5.74945], [-1.25688, 2.06946, 5.17087], [-4.92800, 1.11850, 2.25101], [-4.78098, -0.29447, 3.49305], [-4.98634, 1.52148, 4.05859], [-3.53437, 3.26972, 2.23190], [-2.67525, 6.66802, 4.12829], [-1.70458, 4.97575, 5.81387], [1.43404, 5.57451, 2.12954], [0.60673, -0.81700, 1.00217], [1.82210, -1.40634, 1.34535], [1.95289, -2.79138, 1.33864], [0.86309, -3.59331, 0.99975], [-0.36233, -3.00345, 0.67938], [-0.48450, -1.61245, 0.67030], [-1.53958, -3.84374, 0.36619], [-2.60949, -3.33320, 0.08268], [-1.40080, -5.31835, 0.41087], [-2.51585, -6.12392, 0.17432], [-2.39259, -7.50912, 0.20101], [-1.15427, -8.09479, 0.45467], [-0.04248, -7.29571, 0.69626], [-0.16611, -5.90521, 0.68430], [1.01685, -5.06368, 0.97816], [2.10106, -5.57847, 1.20470], [0.50744, 0.26351, 0.99885], [2.66945, -0.78464, 1.61640], [2.90398, -3.24368, 1.60194], [-1.42949, -1.14623, 0.40958], [-3.48302, -5.67405, -0.02711], [-3.26235, -8.13349, 0.02184], [-1.05689, -9.17590, 0.46832], [0.91881, -7.75764, 0.89810], [-0.75522, 2.24961, -3.07792], [-0.94021, 2.63624, -4.40394], [0.08703, 2.47346, -5.32817], [1.30896, 1.93360, -4.92555], [1.50275, 1.56869, -3.59100], [0.46349, 1.71737, -2.67053], [2.80986, 1.04100, -3.14010], [2.98170, 0.71815, -1.97715], [3.91178, 0.91877, -4.12305], [5.16690, 0.47715, -3.70134], [6.20381, 0.34653, -4.61918], [5.98890, 0.64734, -5.96235], [4.74161, 1.09284, -6.38525], [3.70299, 1.23862, -5.46391], [2.38852, 1.74791, -5.91873], [2.20257, 2.01543, -7.09585], [-1.56082, 2.36832, -2.35801], [-1.88741, 3.06320, -4.71780], [-0.06545, 2.77190, -6.36072], [0.60186, 1.42349, -1.63430], [5.34026, 0.23799, -2.65677], [7.18048, 0.00781, -4.28787], [6.79637, 0.53842, -6.67968], [4.58139, 1.33032, -7.43221]],
  "mulliken_charge": [-0.713, -0.504, 0.399, -1.152, 0.100, -0.247, -0.408, -0.771, 0.212, 0.499, -0.516, -0.579, 0.261, -0.549, -0.281, 0.307, 0.254, 0.096, 0.297, 0.239, 0.339, 0.318, 0.315, 0.228, 0.271, 0.272, 0.325, -0.238, -1.018, -0.644, 0.292, 0.318, -0.470, 0.449, -0.677, 0.151, -0.475, -0.463, -0.434, -0.519, 0.124, 0.648, -0.707, 0.562, 0.467, 0.425, 0.533, 0.465, 0.380, 0.380, 0.450, -0.459, -0.631, -0.586, 0.395, 0.384, -0.864, 0.435, -0.670, 0.111, -0.490, -0.467, -0.441, -0.548, 0.123, 0.629, -0.705, 0.466, 0.422, 0.435, 0.766, 0.468, 0.388, 0.383, 0.447]
}


{
  "formula": "C4H5NO",
  "method": "wB97M-V/def2-TZVPD",
  "smiles": "N#CC1(O)CC1",
  "orbital_gap_ev": 11.36,
  "lumo_energy_ev": 0.830,
  "relative_energy_kcal_mol": 37.7,
  "charge": 0,
  "elements": ["N", "C", "C", "O", "C", "C", "H", "H", "H", "H", "H"],
  "coordinates": [[2.43830, -1.25978, -0.58240], [1.41640, -0.77866, -0.32736], [0.30660, -0.02127, 0.23732], [0.81713, 0.51964, 1.43748], [-0.71227, 0.67562, -0.66587], [-1.12364, -0.52151, 0.13464], [1.65706, 0.97094, 1.22988], [-1.11517, 1.62879, -0.33071], [-0.63442, 0.57559, -1.74832], [-1.79880, -0.34019, 0.96764], [-1.33084, -1.44998, -0.39694]],
  "mulliken_charge": [-0.424, 0.094, 0.783, -0.533, -0.681, -0.635, 0.348, 0.254, 0.275, 0.253, 0.266]
}


- What is the formula in the fourth record?
  C4H5NO


- Which formula does entry 4 have?
  C4H5NO